Formula: C40H43Cl5N7NiO3
Source: OMol25
Level of theory: ωB97M-V/def2-TZVPD

Element x y z (Å)
Ni -0.263887 -0.616409 0.585148
Cl 4.140485 3.299982 4.635969
C 3.469551 2.207859 3.486973
C 2.097998 2.030901 3.404184
Cl 1.032219 2.863871 4.482361
C 1.573348 1.171444 2.449758
Cl -0.164279 0.959057 2.316481
C 2.351970 0.425919 1.543315
O 1.832775 -0.366867 0.679652
C 3.750666 0.610949 1.676728
Cl 4.748101 -0.302645 0.609213
C 4.293126 1.483091 2.609140
Cl 5.998607 1.682543 2.701454
C -1.395195 0.803730 -3.325942
N -0.472979 -0.071585 -2.614774
C 0.902317 0.407979 -2.397366
C -0.874525 -1.238558 -2.094591
N -0.340388 -1.712168 -0.959691
C 0.088455 -3.071077 -1.021608
C 0.707017 -3.506325 -2.162888
C 0.965817 -4.877555 -2.389520
C 0.569533 -5.800812 -1.473520
C -0.011920 -5.383999 -0.249537
C -0.422734 -6.341520 0.710329
C -0.962470 -5.929854 1.890461
C -1.028875 -4.552824 2.192421
C -0.595640 -3.591259 1.309991
N -0.531197 -2.246074 1.762192
C 0.015936 -2.159712 2.996125
N -0.585772 -1.433022 3.949700
C -2.019907 -1.167018 3.904949
C 0.134749 -0.822563 5.063746
N 1.161313 -2.788240 3.322319
C 2.140806 -3.149794 2.294807
C 1.331990 -3.469186 4.603775
C -0.177830 -3.995508 0.017079
N -1.855558 -1.919075 -2.728599
C -2.637348 -2.924180 -2.015029
C -1.895750 -2.030168 -4.186387
H -1.216040 1.831349 -3.007060
H -2.419969 0.535667 -3.076721
H -1.281267 0.754689 -4.411752
H 0.905868 1.495043 -2.440660
H 1.566286 0.023354 -3.174936
H 1.286955 0.103364 -1.434402
H 0.976507 -2.773714 -2.918670
H 1.457023 -5.188294 -3.304320
H 0.701452 -6.863188 -1.656247
H -0.295883 -7.396285 0.489508
H -1.317368 -6.653595 2.616222
H -1.403660 -4.237881 3.163656
H -2.441945 -1.604166 3.007182
H -2.208790 -0.090833 3.908869
H -2.503556 -1.600970 4.782143
H 1.205603 -0.843389 4.873541
H -0.075992 -1.326315 6.009718
H -0.179495 0.219052 5.154209
H 2.065489 -2.475228 1.448151
H 2.002006 -4.183031 1.959664
H 3.137532 -3.054636 2.727824
H 0.431238 -3.388258 5.204302
H 2.177516 -3.068414 5.166632
H 1.518275 -4.528679 4.408481
H -2.720510 -2.656838 -0.964311
H -2.184885 -3.916988 -2.090943
H -3.634129 -2.960382 -2.454502
H -1.032217 -1.540944 -4.625918
H -2.805706 -1.596097 -4.602961
H -1.858056 -3.088307 -4.457476
C 1.346309 3.238872 -4.448260
O 0.720297 3.781571 -3.283853
C 1.030583 5.064770 -2.969656
C 1.996380 5.811982 -3.633966
C 2.243309 7.131269 -3.275869
C 1.519682 7.724519 -2.253969
C 0.556637 6.979764 -1.595530
C 0.313342 5.657830 -1.934734
N -0.737211 4.988352 -1.225313
C -0.873882 3.710461 -0.954706
C -1.962793 3.138374 -0.287433
C -3.111160 3.881027 0.141468
C -4.159502 3.281039 0.750540
C -4.106975 1.874056 0.983193
C -3.027372 1.133595 0.613110
C -1.896563 1.728397 -0.042566
O -0.885175 1.036313 -0.394225
H 0.927591 2.247526 -4.584522
H 2.425236 3.154378 -4.312110
H 1.130137 3.846060 -5.328029
H 2.558103 5.370680 -4.447195
H 3.004094 7.693308 -3.807266
H 1.698536 8.756467 -1.970586
H -0.023610 7.427468 -0.792121
H -1.434027 5.611406 -0.857076
H -0.054982 3.065832 -1.252883
H -3.159182 4.953726 -0.021761
H -5.027099 3.852470 1.054256
H -4.951424 1.389668 1.464354
H -2.982085 0.063410 0.788670

Forces on atoms 1 to 2 (eV/Å):
-0.8 -0.3 -0.1
0.0 0.0 0.0

Values from the calculation:
Net charge: +1
Frontier orbital gap (alpha / beta) (Ha): 0.232 / 0.232
Highest occupied orbital energy (alpha / beta) (eV): -9.6 / -9.6
Lowest unoccupied orbital energy (alpha / beta) (eV): -3.28 / -3.28
Strongest force on any atom (hartree/bohr): 0.017

These are the Löwdin partial charges, in e, on atoms 1 to 8:
1. Ni 0.425
2. Cl 0.677
3. C -0.725
4. C -0.702
5. Cl 0.695
6. C -0.488
7. Cl 0.944
8. C -0.487